{
  "formula": "C35H27Cl2F2InN7O2Si",
  "method": "ωB97M-V/def2-TZVPD",
  "elements": ["In", "C", "Si", "C", "C", "N", "C", "C", "C", "C", "C", "C", "O", "C", "C", "C", "C", "C", "C", "H", "H", "H", "H", "H", "H", "H", "H", "H", "H", "H", "H", "H", "H", "H", "H", "H", "H", "Cl", "C", "C", "C", "Cl", "C", "C", "C", "C", "N", "C", "C", "O", "H", "H", "H", "H", "N", "C", "C", "C", "N", "C", "N", "N", "C", "C", "C", "C", "C", "N", "C", "H", "H", "H", "H", "F", "C", "F", "H"],
  "coordinates": [[0.1430, -0.0111, 0.6141], [3.1892, -0.7317, -2.9718], [3.0824, 0.1494, -1.3330], [4.1311, 1.6798, -1.2100], [3.7720, -1.0506, -0.0775], [1.3368, 0.6267, -1.0982], [0.8392, 1.5314, -2.0200], [1.6155, 2.1631, -3.0497], [1.0772, 3.0220, -3.9976], [-0.2925, 3.2924, -3.9995], [-1.1306, 2.7260, -3.0472], [-0.5811, 1.9073, -2.0566], [-1.3833, 1.3428, -1.0501], [-2.5129, 2.0901, -0.6556], [-3.7536, 1.4432, -0.5470], [-4.8818, 2.1607, -0.1508], [-4.7768, 3.5242, 0.0820], [-3.5629, 4.1903, -0.0783], [-2.4168, 3.4751, -0.4067], [4.1115, -1.3256, -2.9453], [3.2620, -0.0783, -3.8546], [2.3589, -1.4296, -3.1400], [4.9604, 1.4615, -0.5167], [3.6096, 2.5649, -0.8364], [4.5961, 1.9071, -2.1812], [4.6640, -0.5920, 0.3561], [4.0873, -1.9669, -0.5869], [3.1078, -1.3348, 0.7458], [2.6993, 1.9454, -3.1101], [1.7055, 3.4756, -4.7610], [-0.7214, 3.9511, -4.7555], [-2.2029, 2.9357, -3.0580], [-3.8332, 0.3768, -0.8075], [-5.8384, 1.6541, 0.0199], [-5.6614, 4.0938, 0.3811], [-3.5036, 5.2729, 0.0688], [-1.4425, 3.9773, -0.5148], [-2.8501, -1.6289, 4.5444], [-3.1882, -1.8973, 2.8961], [-4.3533, -2.5647, 2.4947], [-4.6063, -2.8000, 1.1581], [-6.0498, -3.6050, 0.7166], [-3.7038, -2.3874, 0.1357], [-3.8885, -2.6258, -1.2571], [-2.9044, -2.2136, -2.1426], [-1.7590, -1.5618, -1.6589], [-1.5753, -1.2949, -0.3703], [-2.4805, -1.7016, 0.5449], [-2.1991, -1.4212, 1.9756], [-1.1411, -0.7789, 2.3064], [-5.0863, -2.8938, 3.2385], [-4.7835, -3.1704, -1.6014], [-2.9966, -2.4057, -3.2095], [-0.9536, -1.2638, -2.3300], [0.8826, -2.1304, 0.4851], [1.1940, -3.1872, 0.0974], [1.5944, -4.4318, -0.4075], [2.4821, -4.4709, -1.5157], [3.2744, -4.5189, -2.3862], [1.1678, -5.6486, 0.1815], [0.8170, -6.6660, 0.6549], [2.5520, -2.5390, 6.3310], [2.5958, -1.7975, 5.4249], [2.6689, -0.8963, 4.3384], [3.6699, 0.1104, 4.3336], [3.7312, 1.0238, 3.2803], [2.8013, 0.8850, 2.2552], [1.8576, -0.0648, 2.2610], [1.7461, -0.9393, 3.2777], [4.3555, 0.1472, 5.1745], [4.5037, 1.8005, 3.2708], [2.7857, 1.5373, 1.3803], [0.9065, -1.6293, 3.2480], [0.4500, 3.0341, 1.0555], [-0.2191, 1.9541, 1.6790], [0.1308, 1.9734, 3.0096], [-1.2821, 2.2494, 1.6792]],
  "total_charge": -1,
  "e_homo_ev": -5.02,
  "e_tot_ev": -94793.4194,
  "gap_ev": 6.70,
  "de_lowest_kcal_mol": 0.00
}

=====

{
  "formula": "C59H68N2S",
  "method": "ωB97M-V/def2-TZVPD",
  "elements": ["C", "C", "C", "C", "C", "C", "C", "C", "C", "C", "C", "C", "C", "C", "C", "N", "S", "N", "C", "C", "H", "H", "H", "H", "H", "H", "H", "H", "H", "H", "H", "H", "H", "H", "H", "H", "H", "H", "H", "H", "H", "H", "H", "H", "H", "H", "C", "C", "C", "C", "C", "C", "H", "H", "H", "H", "H", "H", "C", "C", "C", "C", "C", "C", "H", "H", "H", "H", "H", "H", "C", "C", "C", "C", "C", "C", "H", "H", "H", "H", "H", "H", "C", "C", "C", "C", "C", "C", "H", "H", "H", "H", "H", "H", "C", "C", "C", "C", "C", "C", "H", "H", "H", "H", "H", "H", "C", "C", "C", "C", "C", "C", "H", "H", "H", "H", "H", "H", "C", "C", "C", "C", "C", "C", "H", "H", "H", "H", "H", "H"],
  "coordinates": [[-2.4894, 0.1154, -4.7526], [-2.1527, -0.1448, -3.1792], [-3.2186, 0.7842, -2.3575], [-3.0973, 0.3493, -0.7995], [-4.0765, -0.9133, -0.5379], [-3.9524, -1.5048, 0.9505], [-2.4149, -1.8120, 1.4028], [-1.7179, -2.9371, 0.4907], [-0.1126, -3.0089, 0.6247], [0.6327, -1.5982, 0.4451], [0.9183, -0.8272, 1.8589], [0.7529, 0.7502, 1.5073], [-0.4971, 1.5205, 2.0556], [-0.6568, 3.0120, 1.6652], [0.4439, 3.6447, 0.7438], [0.4143, 5.0207, 0.2609], [1.8337, 5.1456, -0.7132], [2.6313, 3.6183, -0.6596], [1.7226, 2.8596, 0.1958], [1.8630, 1.3568, 0.6034], [-1.6856, -0.3111, -5.4552], [-3.5270, -0.3378, -4.9986], [-2.5964, 1.2519, -4.8815], [-2.3279, -1.2332, -2.8616], [-1.0776, 0.2062, -3.0090], [-2.9028, 1.8717, -2.5151], [-4.2423, 0.5335, -2.8048], [-3.3026, 1.1993, -0.0637], [-2.0276, -0.0304, -0.6499], [-5.1495, -0.5394, -0.7430], [-3.8404, -1.7438, -1.3061], [-4.6267, -2.4257, 1.0333], [-4.3864, -0.6970, 1.6586], [-1.8386, -0.8304, 1.4878], [-2.5104, -2.2679, 2.4646], [-2.0753, -2.8050, -0.6008], [-2.1317, -3.9649, 0.8315], [0.2370, -3.5202, 1.5950], [0.2453, -3.6772, -0.2541], [-0.0602, -0.9156, -0.1690], [1.6331, -1.6454, -0.1042], [0.2033, -1.1426, 2.6915], [1.9858, -1.0369, 2.2545], [-1.2364, 0.9399, 2.7145], [-1.5807, 3.5602, 2.0460], [2.7624, 0.7403, 0.2268], [-4.0074, 2.8694, 5.9057], [-4.5622, 3.8948, 6.6653], [-3.9672, 5.1528, 6.6779], [-2.8140, 5.3846, 5.9337], [-2.2539, 4.3567, 5.1813], [-2.8509, 3.0998, 5.1658], [-4.4751, 1.8906, 5.8907], [-5.4599, 3.7136, 7.2475], [-4.4021, 5.9530, 7.2676], [-2.3516, 6.3658, 5.9413], [-1.3511, 4.5356, 4.6054], [-2.4152, 2.2989, 4.5770], [6.3165, 1.4300, -0.8293], [5.5558, 1.7497, 0.2914], [5.8924, 1.2232, 1.5356], [6.9878, 0.3731, 1.6580], [7.7432, 0.0462, 0.5355], [7.4089, 0.5755, -0.7077], [6.0578, 1.8458, -1.7975], [4.7002, 2.4105, 0.1955], [5.3009, 1.4754, 2.4098], [7.2520, -0.0354, 2.6278], [8.5939, -0.6212, 0.6296], [7.9993, 0.3224, -1.5822], [-5.1417, 4.0321, -0.1199], [-6.5090, 4.2762, -0.0476], [-7.1360, 4.3692, 1.1917], [-6.3944, 4.2138, 2.3596], [-5.0279, 3.9602, 2.2863], [-4.4018, 3.8709, 1.0473], [-4.6522, 3.9661, -1.0861], [-7.0873, 4.3947, -0.9585], [-8.2023, 4.5627, 1.2476], [-6.8815, 4.2887, 3.3260], [-4.4496, 3.8326, 3.1964], [-3.3368, 3.6754, 0.9898], [-8.7115, -0.7890, -3.9077], [-7.8506, 0.3037, -3.9473], [-7.5759, 1.0165, -2.7841], [-8.1658, 0.6391, -1.5811], [-9.0337, -0.4480, -1.5432], [-9.3056, -1.1632, -2.7057], [-8.9203, -1.3486, -4.8133], [-7.3926, 0.5997, -4.8856], [-6.9019, 1.8666, -2.8145], [-7.9494, 1.1932, -0.6736], [-9.4982, -0.7389, -0.6065], [-9.9805, -2.0122, -2.6756], [3.2646, -6.5416, -0.4610], [2.7192, -5.5054, 0.2906], [3.3263, -4.2532, 0.2943], [4.4822, -4.0381, -0.4507], [5.0328, -5.0769, -1.1951], [4.4237, -6.3280, -1.2018], [2.7874, -7.5160, -0.4690], [1.8193, -5.6735, 0.8736], [2.8988, -3.4443, 0.8778], [4.9543, -3.0611, -0.4501], [5.9374, -4.9111, -1.7714], [4.8519, -7.1373, -1.7840], [4.2622, -8.9376, -5.9812], [3.0662, -9.4656, -6.4578], [1.8742, -9.2055, -5.7885], [1.8787, -8.4203, -4.6392], [3.0760, -7.8998, -4.1575], [4.2674, -8.1569, -4.8289], [5.1904, -9.1351, -6.5070], [3.0629, -10.0799, -7.3524], [0.9413, -9.6146, -6.1622], [0.9493, -8.2151, -4.1187], [3.0807, -7.2922, -3.2579], [5.2008, -7.7490, -4.4544], [9.8073, 6.0596, 2.6869], [9.8657, 4.6954, 2.9555], [9.0198, 3.8166, 2.2856], [8.1117, 4.3026, 1.3494], [8.0470, 5.6678, 1.0875], [8.8954, 6.5463, 1.7547], [10.4714, 6.7438, 3.2045], [10.5719, 4.3165, 3.6874], [9.0677, 2.7525, 2.4927], [7.4539, 3.6170, 0.8252], [7.3349, 6.0477, 0.3617], [8.8464, 7.6105, 1.5486]],
  "smiles": "CCCCCCCCCCCc1ccc2nsnc2c1.c1ccccc1.c1ccccc1.c1ccccc1.c1ccccc1.c1ccccc1.c1ccccc1.c1ccccc1",
  "e_homo_ev": -8.63,
  "e_tot_ev": -76094.7069,
  "gap_ev": 7.29
}

=====

{
  "formula": "C4H7N3",
  "method": "ωB97M-V/def2-TZVPD",
  "elements": ["H", "N", "C", "C", "C", "C", "N", "N", "H", "H", "H", "H", "H", "H"],
  "coordinates": [[-2.0888, -0.9558, 1.9251], [-2.1761, -0.8604, 0.9093], [-1.1304, -0.2558, 0.4560], [-0.6178, -0.0474, -0.9082], [0.7082, 0.5377, -0.9436], [1.6587, -0.2415, -0.2830], [0.9156, 0.7467, 0.3606], [-0.1850, 0.3635, 1.2395], [-1.3064, 0.5295, -1.7660], [-0.5569, -0.8901, -1.6920], [0.9872, 1.5750, -1.4684], [1.5213, -1.2430, 0.2008], [2.6738, 0.0546, -0.1784], [-0.4032, 0.6870, 2.1482]],
  "smiles": "[H]/N=C1/C[C@@H]2CN2N1",
  "e_homo_ev": -8.75,
  "e_tot_ev": -8726.9701,
  "gap_ev": 9.73,
  "de_lowest_kcal_mol": 108.60
}

=====

{
  "formula": "C25H20N4O",
  "method": "ωB97M-V/def2-TZVPD",
  "elements": ["C", "C", "C", "C", "C", "C", "C", "C", "N", "C", "C", "C", "C", "C", "C", "O", "C", "C", "C", "C", "C", "C", "C", "C", "C", "C", "N", "N", "N", "C", "H", "H", "H", "H", "H", "H", "H", "H", "H", "H", "H", "H", "H", "H", "H", "H", "H", "H", "H", "H"],
  "coordinates": [[-4.9901, 1.3978, -1.2257], [-5.4095, 1.4915, 0.2124], [-6.7244, 2.0228, 0.5809], [-7.0725, 2.0958, 2.0194], [-6.1590, 1.7766, 2.9782], [-4.9206, 1.2758, 2.6546], [-4.4736, 1.2526, 1.2757], [-3.1567, 0.7978, 0.9738], [-2.3324, 1.3560, -0.0105], [-0.9746, 0.8802, -0.2463], [-0.4586, -0.2404, 0.3983], [0.8516, -0.7505, 0.0068], [1.1033, -2.0835, -0.2829], [2.3933, -2.4572, -0.7226], [3.2732, -1.4779, -1.1037], [4.5101, -1.9517, -1.5913], [5.5764, -1.0818, -1.8156], [5.4812, -0.1907, -2.8925], [6.6143, 0.5306, -3.2334], [7.8012, 0.5127, -2.6063], [7.9019, -0.3044, -1.4784], [6.8281, -1.1341, -1.0536], [3.0179, -0.1210, -0.8721], [1.8375, 0.2105, -0.2310], [-1.2891, -0.9192, 1.3586], [-1.3148, -1.8787, 2.3121], [-0.2611, -2.6707, 2.6112], [-2.5679, -2.1628, 2.7661], [-3.4179, -1.3192, 2.3037], [-2.6173, -0.3240, 1.5914], [-5.9245, 1.3511, -1.8122], [-4.2727, 2.2821, -1.4018], [-4.4950, 0.4147, -1.4057], [-7.3338, 2.2684, -0.3118], [-8.0042, 2.6084, 2.3801], [-6.3907, 2.1173, 4.0158], [-4.2026, 1.1321, 3.4076], [-2.6382, 2.1813, -0.3203], [-0.2776, 1.3838, -0.9394], [0.3381, -2.8929, -0.1577], [2.6701, -3.5171, -1.0710], [4.6343, -0.1481, -3.5417], [6.6440, 1.0810, -4.1976], [8.5898, 1.0645, -2.9591], [8.8168, -0.2733, -0.9033], [7.0421, -1.7801, -0.1829], [3.7772, 0.5924, -1.0831], [1.7694, 1.1764, 0.1607], [0.5857, -2.2084, 2.3390], [-0.3781, -3.3662, 3.3070]],
  "smiles": "Cc1ccccc1-c1[nH]cc(-c2ccc(Oc3ccccc3)cc2)c2c(N)nnc1-2",
  "e_homo_ev": -6.72,
  "e_tot_ev": -34253.5950,
  "gap_ev": 6.62,
  "de_lowest_kcal_mol": 91.57
}